# 1
9
Properties=species:S:1:pos:R:3:forces:R:3:lowdin_charge:R:1 method="wB97M-V/def2-TZVPD" smiles=CONC#N orbital_gap_ev=11.044 de_lowest_kcal_mol=101.9 spin_multiplicity=1 charge=0
C 0.8494 1.7429 -1.7215 -0.9 -5.7 0.8 -0.1493
C -0.3647 -0.2585 0.6344 1.1 0.0 -1.6 -0.0554
N 0.7573 2.8542 -1.9465 0.1 1.6 -0.2 0.0790
N 0.5556 0.0628 -1.4745 -0.3 4.3 1.0 0.0436
O 0.8341 -0.2491 -0.1288 1.5 0.4 -1.9 -0.2360
H -1.0382 0.2738 0.0105 -1.5 -0.2 -0.3 0.0728
H -0.1605 0.4111 1.4198 0.0 0.0 1.8 0.0761
H -0.4860 -1.3199 0.7697 -1.1 0.0 0.9 0.0949
H 1.3098 -0.3136 -1.9937 1.2 -0.5 -0.5 0.0744

***

# 2
112
Properties=species:S:1:pos:R:3:forces:R:3:lowdin_charge:R:1 method="wB97M-V/def2-TZVPD" smiles="C[C@H]1COC(=O)O1.C[C@H]1COC(=O)O1.C[C@H]1COC(=O)O1.C[C@H]1COC(=O)O1.COC(=O)OC.COC(=O)OC.COC(=O)OC.BrCCBr.BrCCBr.BrCCBr" orbital_gap_ev=9.955 spin_multiplicity=1 charge=0
C 2.2898 -1.8673 -7.0210 -0.6 -0.5 1.0 -0.0221
C 3.4916 -2.4388 -7.7375 -1.3 -0.4 0.5 -0.3172
C 3.7513 -1.9957 -9.1612 -0.6 0.6 0.7 -0.0687
O 4.9867 -1.3463 -8.9637 -0.7 0.9 -5.6 0.1142
C 5.4893 -1.4531 -7.8191 4.2 0.2 3.7 -0.6023
O 6.6625 -1.1756 -7.5843 -2.7 -0.5 0.2 0.1273
O 4.5604 -1.9175 -6.9479 1.2 -0.4 -0.4 0.0799
H 2.1409 -0.7976 -7.1689 0.1 0.0 -0.4 0.0943
H 2.5478 -1.9596 -5.9660 -0.1 0.0 0.1 0.0851
H 1.3333 -2.3872 -7.0748 0.1 -0.1 -0.7 0.0834
H 3.5621 -3.5245 -7.8046 -0.3 -0.1 1.0 0.1539
H 2.9868 -1.3039 -9.5148 0.3 0.2 -0.1 0.1358
H 3.8052 -2.8344 -9.8554 0.4 0.2 0.0 0.1367
C 1.0361 -0.5865 -0.4745 -0.3 0.2 0.8 -0.0119
C 1.3842 0.8594 -0.0485 0.8 -1.9 -0.6 -0.2998
C 1.7538 1.7788 -1.2478 -2.1 -1.8 2.4 -0.0864
O 1.0657 2.9268 -0.7815 -0.7 2.0 0.1 0.0366
C 0.1437 2.6773 0.2353 -2.5 3.6 0.7 -0.4723
O -0.7170 3.5040 0.6746 4.1 -3.5 -2.2 0.0730
O 0.3165 1.4544 0.6913 -0.3 -0.2 -0.6 0.0975
H 0.9310 -1.2224 0.4046 0.6 -0.1 0.0 0.0796
H 1.7414 -0.9889 -1.2016 0.3 0.0 0.4 0.0863
H 0.0621 -0.7332 -0.9414 -0.2 0.9 -0.2 0.0798
H 2.2430 0.9448 0.6173 0.0 -0.7 0.2 0.1500
H 1.2742 1.3679 -2.1362 0.4 0.5 -0.4 0.1302
H 2.8430 1.7489 -1.2184 -0.1 1.1 -0.7 0.1401
C 4.0618 2.4816 5.5514 -0.5 1.2 -0.7 0.0013
C 3.6439 3.4042 4.3386 -0.2 -4.6 3.3 -0.3281
C 3.0875 4.7314 4.7165 -0.9 0.4 -0.8 -0.1124
O 3.9843 5.5904 4.0698 1.5 0.5 -0.4 0.0683
C 4.9306 4.8436 3.4022 1.0 3.4 -1.8 -0.5715
O 5.7075 5.3229 2.6221 -0.4 -0.1 0.8 0.1539
O 4.8449 3.5878 3.6802 0.0 -0.7 -0.9 0.1204
H 3.1962 1.8378 5.7081 0.4 -0.1 0.8 0.0830
H 4.3556 3.1466 6.3635 -0.4 -0.3 0.5 0.0793
H 4.9738 1.9391 5.3023 -0.4 -0.3 -0.3 0.0840
H 2.9537 2.7284 3.8336 0.0 0.6 -1.0 0.1477
H 3.0106 4.9051 5.7899 0.2 0.1 -0.1 0.1356
H 2.1403 4.9170 4.2101 -0.4 -0.2 0.5 0.1387
C -0.0405 -5.6582 5.1783 1.7 0.7 0.0 -0.0075
C 0.5578 -4.2298 5.3269 0.8 -1.4 0.9 -0.2461
C 1.7052 -4.0461 6.3958 -0.4 1.3 0.6 -0.0947
O 2.4949 -3.0467 5.7859 0.8 1.8 -2.6 0.0044
C 2.2839 -3.0706 4.3841 3.1 0.6 0.7 -0.5165
O 2.9453 -2.5046 3.5243 -1.8 -0.9 2.3 0.1258
O 1.3934 -3.9962 4.1954 -1.7 -0.9 -2.5 0.0646
H 0.8452 -6.2930 5.1503 0.0 -0.3 0.1 0.0787
H -0.4787 -5.7942 4.1896 -0.6 0.2 0.4 0.0843
H -0.6168 -5.9881 6.0427 -0.4 0.3 -0.3 0.0859
H -0.1948 -3.4420 5.2953 0.0 0.0 0.6 0.1575
H 2.4263 -4.8325 6.6189 -0.7 -0.9 -0.4 0.1337
H 1.5070 -3.5564 7.3492 -1.0 -0.5 0.1 0.1304
Br -3.0231 -5.1913 -4.0705 -0.3 -0.1 0.6 0.5515
C -3.3482 -5.4090 -2.1090 0.2 0.3 -0.6 -0.6728
C -3.2190 -6.9237 -1.7933 -0.5 1.9 0.3 -0.6476
Br -3.4683 -7.0638 0.1766 0.2 -0.2 -0.8 0.5825
H -4.2979 -4.9335 -1.8641 -0.4 -0.8 -0.4 0.0488
H -2.6843 -4.6535 -1.6887 0.7 -0.9 0.3 0.0401
H -2.2653 -7.3295 -2.1305 -0.1 0.0 0.4 0.0544
H -4.0595 -7.4258 -2.2725 0.2 -0.1 0.2 0.0518
Br 7.6164 0.8137 0.6829 0.2 -0.3 0.8 0.5965
C 9.0263 0.6784 2.0503 1.5 0.2 -0.6 -0.6779
C 10.3694 0.5550 1.2461 -0.9 0.2 0.7 -0.7033
Br 11.8558 0.7981 2.4936 -0.1 -0.1 -0.1 0.5914
H 8.9604 -0.1318 2.7765 -0.6 -0.5 -0.7 0.0584
H 9.0044 1.5515 2.7025 0.0 0.4 -0.6 0.0445
H 10.4822 1.3100 0.4681 -0.1 0.0 0.3 0.0402
H 10.4763 -0.4307 0.7932 -0.1 0.1 0.2 0.0502
Br -2.9885 0.5129 -4.1255 -0.4 -0.3 -0.4 0.5504
C -4.2087 -0.3748 -5.4241 -0.2 1.0 -0.4 -0.6699
C -4.7816 0.7011 -6.3980 0.2 -1.3 0.2 -0.5828
Br -6.4219 -0.1909 -7.2932 1.4 1.1 0.7 0.5134
H -5.0100 -0.8535 -4.8612 0.3 0.1 0.0 0.0374
H -3.5815 -1.1028 -5.9385 -0.3 0.1 0.1 0.0485
H -4.0521 0.9452 -7.1703 -0.3 -0.3 -0.2 0.0521
H -5.0025 1.6436 -5.8971 -0.7 -0.4 0.0 0.0458
C -4.5368 -1.6851 0.9431 0.8 2.4 -0.2 -0.0684
O -5.6401 -2.4641 1.2754 -0.8 -0.5 0.1 0.0193
C -5.5087 -3.3548 2.2311 -0.2 -1.9 0.8 -0.5798
O -4.4617 -3.6623 2.7421 -0.6 -0.1 0.1 0.1286
O -6.7507 -3.8903 2.4850 0.2 1.3 -0.4 -0.0215
C -6.9174 -5.1972 3.0091 1.0 -0.7 0.3 -0.0530
H -4.0319 -1.1625 1.7556 -0.6 -0.2 0.8 0.0955
H -5.0321 -0.8971 0.3757 0.6 0.0 -0.5 0.1017
H -3.6558 -2.0818 0.4386 -0.7 -1.0 -0.5 0.0953
H -6.4251 -5.3467 3.9700 0.5 0.2 -0.1 0.0914
H -6.5271 -5.8857 2.2596 0.0 -0.3 0.2 0.0913
H -7.9510 -5.4607 3.2334 -0.2 0.8 -0.6 0.0916
C -2.3533 9.6171 -7.6963 0.7 -2.3 -1.4 -0.0444
O -2.4899 8.8701 -6.4843 0.6 -0.5 1.5 -0.0214
C -1.6167 7.8305 -6.2557 -0.8 -1.0 0.3 -0.5329
O -0.7939 7.3361 -6.9797 -0.2 1.2 -0.5 0.1233
O -1.9094 7.2743 -5.0494 -1.6 2.6 -0.9 -0.0139
C -1.2954 6.1150 -4.6308 1.4 -1.5 -0.5 -0.0802
H -1.3677 10.0794 -7.7511 -0.4 0.4 0.0 0.1012
H -3.2226 10.1831 -8.0313 0.1 0.5 1.4 0.0956
H -2.3925 8.8219 -8.4408 0.6 0.1 -0.6 0.0865
H -0.6526 6.3567 -3.7844 -0.3 -0.4 0.2 0.1037
H -0.6745 5.6694 -5.4080 0.3 0.4 -0.1 0.0876
H -2.0228 5.3201 -4.4660 -0.3 0.4 0.7 0.0957
C -4.4431 2.2186 5.0183 1.3 -0.8 0.9 0.0270
O -3.4967 1.4509 5.8237 1.7 1.1 -1.5 0.0046
C -3.6420 0.4725 6.6400 0.7 -1.5 2.7 -0.6163
O -2.7157 -0.1989 7.1026 -1.8 1.1 -1.2 0.0885
O -4.9224 0.4050 7.0455 -1.2 0.5 0.3 -0.0282
C -5.3563 -0.5516 8.0129 1.2 -1.5 -0.5 -0.0348
H -4.3267 3.2363 5.3907 -0.7 -0.1 0.1 0.0974
H -5.4144 1.7321 5.1090 0.0 0.6 -0.4 0.0968
H -3.9327 2.1997 4.0555 -0.8 -0.1 -0.3 0.0962
H -4.4881 -1.1940 8.1605 -0.2 -0.3 0.2 0.0844
H -6.1530 -1.1457 7.5654 0.0 0.2 0.0 0.0913
H -5.6618 -0.2127 9.0028 0.0 0.9 -0.4 0.0930

***

# 3
57
Properties=species:S:1:pos:R:3:forces:R:3:lowdin_charge:R:1 method="wB97M-V/def2-TZVPD" orbital_gap_ev="4.949 / 6.660" spin_multiplicity=5 charge=0
Pd -0.6496 0.5097 -0.9426 -0.5 0.3 0.3 0.6159
Si 1.7264 0.1710 -1.0105 2.1 2.6 -0.2 0.3904
P -0.8496 0.5301 -3.2155 0.3 -0.4 0.0 0.7010
N 0.1667 -1.2868 -0.8640 -2.4 -1.8 0.3 -0.1258
H -0.4436 1.7500 0.4676 -1.0 1.9 0.3 0.0590
C -2.6099 0.4715 -3.6069 -0.4 0.1 -0.6 -0.2752
H -2.7955 0.3678 -4.6874 -0.1 0.1 0.2 0.0433
H -3.1000 1.3688 -3.2015 0.2 -0.3 -0.1 0.0415
H -3.0180 -0.4156 -3.0895 0.2 0.4 -0.2 0.0454
C -0.0252 2.0167 -3.8749 -0.2 0.2 -0.4 -0.2445
H -0.2790 2.1752 -4.9294 0.1 0.1 0.1 0.0419
H 1.0683 1.9172 -3.7806 -0.4 -0.2 0.0 0.0390
H -0.3339 2.8937 -3.2862 0.0 -0.4 -0.1 0.0374
C -0.1514 -0.9174 -4.0740 0.1 -0.1 -0.4 -0.2734
H -0.2279 -0.7842 -5.1602 0.1 -0.2 0.1 0.0451
H -0.7122 -1.8155 -3.7782 0.0 0.3 -0.1 0.0430
H 0.8990 -1.0803 -3.7906 -0.4 0.2 -0.1 0.0099
C 2.7572 1.8528 -0.7736 0.3 -0.8 0.1 -0.3199
H 2.5958 2.2561 0.2300 0.1 0.1 -0.2 -0.0156
H 2.5251 2.6092 -1.5357 -0.1 -0.3 0.2 -0.0054
H 3.8196 1.5740 -0.8821 -0.2 0.2 0.1 0.0012
H 2.4690 -0.8467 -0.2764 0.4 -0.4 0.2 -0.0547
H 2.1122 0.0059 -2.4271 0.0 -0.6 -0.5 -0.0797
C -0.0212 -2.6073 -0.9426 0.6 -1.4 -0.2 -0.3578
C -1.3028 -4.7234 -0.8252 0.8 0.0 -0.1 -0.0897
C -1.2469 -3.3451 -0.6516 0.4 0.6 -0.2 -0.0157
C 1.1019 -3.3858 -1.4026 -0.1 0.6 0.1 -0.0374
C 1.0310 -4.7527 -1.5837 -0.4 0.1 0.2 -0.0867
C -0.1588 -5.4347 -1.2694 -0.1 0.3 -0.1 -0.0800
H -2.2193 -5.2877 -0.6238 0.3 0.4 0.0 0.1048
H -2.1264 -2.7962 -0.3045 0.3 -0.1 -0.1 0.1030
H 2.0074 -2.8044 -1.6174 -0.3 -0.4 0.0 0.0939
H 1.9075 -5.2789 -1.9636 -0.3 0.0 0.2 0.1063
H -0.1879 -6.5202 -1.3838 -0.1 0.4 0.0 0.1008
C -1.1725 2.6928 0.1662 0.4 -1.0 -0.6 -0.5846
O -1.8698 2.2464 -0.9964 0.6 -0.1 1.0 -0.3544
C -2.1310 2.9747 1.3347 -0.2 0.0 0.3 -0.0583
H -2.1039 4.0241 1.6851 0.0 -0.4 -0.4 0.0739
H -1.8735 2.3642 2.2155 -0.1 0.1 -0.3 0.0553
H -3.1572 2.7146 1.0156 0.5 0.2 0.2 0.0782
C -0.2247 3.8449 -0.1977 0.3 0.2 0.0 -0.0605
H -0.6611 4.4329 -1.0225 0.1 -0.2 0.4 0.0841
H 0.7622 3.4865 -0.5096 -0.4 -0.1 -0.2 0.0347
H -0.0046 4.5117 0.6426 -0.3 0.0 0.0 0.0724
N 1.2435 0.4406 1.5783 -1.0 -0.4 2.8 0.1324
C 0.8545 0.2173 2.6605 0.9 0.4 -2.0 -0.0989
C 0.6617 -0.0243 4.0646 -0.4 -0.2 0.8 -0.2190
C -0.5752 0.0217 4.7335 0.1 0.2 0.0 -0.0246
C -0.6156 -0.1089 6.1274 0.1 -0.2 -0.2 -0.0730
C 0.5583 -0.3381 6.8474 0.4 0.1 -0.3 -0.0760
C 1.7874 -0.4111 6.1825 -0.2 -0.2 -0.2 -0.0688
C 1.8230 -0.2769 4.8002 0.4 0.2 -0.1 -0.0364
H -1.4955 0.1915 4.1731 0.3 0.0 0.1 0.1142
H -1.5652 -0.0460 6.6677 0.3 0.0 -0.3 0.1096
H 0.5427 -0.4447 7.9278 -0.1 0.0 -0.1 0.1047
H 2.7251 -0.5852 6.7132 -0.4 0.0 0.0 0.1098
H 2.7635 -0.3157 4.2477 -0.2 0.0 0.3 0.1240

***

# 4
22
Properties=species:S:1:pos:R:3:forces:R:3:lowdin_charge:R:1 method="wB97M-V/def2-TZVPD" orbital_gap_ev="6.946 / 6.339" spin_multiplicity=3 charge=0
C -0.1637 -3.1550 -0.0355 1.0 0.4 -0.2 -0.0892
C 2.5179 2.2887 -0.5090 0.7 -2.7 -0.6 -0.1038
C -0.6919 -2.2796 1.1137 0.5 -0.6 -1.1 -0.2427
C 1.2145 2.3837 0.1888 0.0 0.7 2.8 -0.3082
C -1.8903 0.9170 -0.9403 2.2 -0.9 1.9 -0.4379
O -3.2926 -0.7670 0.3641 -1.0 -3.4 0.5 -0.5044
O -0.3661 -0.8855 0.9096 -1.2 -1.4 2.2 -0.3847
O 0.8365 1.1153 0.7833 -0.3 0.2 -0.4 -0.3543
P -3.0564 0.6746 0.3856 0.3 2.8 0.2 0.6930
P 0.1273 0.0281 -0.2129 -0.2 1.6 -2.0 0.9016
H -1.0124 -3.5470 -0.6782 1.5 0.1 0.8 0.0999
H 0.4825 -2.4506 -0.5872 -0.5 -0.4 -0.6 0.0194
H 0.6570 -3.8489 0.3274 -1.6 0.0 -0.4 0.0917
H 3.3542 2.2111 0.1550 0.3 -0.4 0.8 0.0720
H 2.5885 1.3947 -1.1956 -0.3 0.7 0.8 0.0894
H 2.8119 3.0728 -1.1121 -0.1 2.2 -1.3 0.0466
H -0.1713 -2.5856 2.0095 -0.3 0.3 0.5 0.1120
H -1.7690 -2.4006 1.1447 0.0 0.4 0.5 0.0894
H 0.3917 2.6790 -0.4225 -0.4 0.6 -0.6 0.0741
H 1.2974 3.1108 1.1088 -0.3 -1.2 -1.9 0.1567
H -1.7542 1.9422 -1.1856 0.0 0.6 -0.9 -0.0215
H -2.1115 0.1018 -1.6115 0.0 0.5 -0.9 0.0009

***

# 5
27
Properties=species:S:1:pos:R:3:forces:R:3:lowdin_charge:R:1 method="wB97M-V/def2-TZVPD" smiles="C=C(C=C=[N+]=CO)/N=N/C(C)(C)C" orbital_gap_ev=8.255 de_lowest_kcal_mol=84.6 spin_multiplicity=1 charge=+1
C -1.7645 1.8290 -0.2041 2.4 -3.9 0.2 0.0512
C -1.9507 0.5298 0.0152 -0.8 -2.0 0.4 0.0965
C -0.3474 2.2747 -0.2896 -1.5 4.3 1.1 -0.3094
C -0.1711 3.6150 -0.1071 0.9 -2.5 -0.9 0.1758
C -3.2354 -1.5282 0.4458 1.4 2.7 -0.6 -0.1610
C 1.3129 -1.3735 -1.4087 -1.4 -0.2 -2.9 -0.0399
C 2.9451 -0.1955 0.1865 2.7 -0.2 -2.5 -0.0402
C 1.1252 -1.4272 1.1308 0.3 -1.3 1.7 -0.0454
C 1.5789 -0.6892 -0.1052 -1.6 0.6 0.2 -0.6389
N 0.7651 1.4876 -0.2736 1.8 0.4 -0.4 0.1095
N -2.2557 -0.7052 0.3001 0.3 2.3 -0.4 0.1716
N 0.5393 0.3198 -0.1063 -2.4 -0.1 -0.5 0.0354
O -4.4297 -1.0695 0.2744 -1.1 0.4 -0.2 0.1679
H -2.4855 2.5667 -0.3886 -1.2 0.5 0.0 0.1239
H 0.8221 4.0014 -0.0681 0.5 0.3 0.1 0.0821
H -0.9834 4.2631 -0.0591 -1.2 1.0 0.2 0.0618
H -3.0727 -2.5259 0.7030 0.4 -1.6 0.3 0.1427
H 1.8914 -2.2835 -1.4784 0.1 -0.3 -0.2 0.0834
H 0.1975 -1.6250 -1.5863 1.7 0.1 0.9 0.1033
H 1.4858 -0.7497 -2.3685 0.4 -0.7 1.8 0.1195
H 3.3100 0.7587 -0.2048 -0.9 0.2 -0.2 0.0873
H 3.6788 -0.8868 -0.3338 -0.7 0.4 1.0 0.1233
H 3.1368 -0.1649 1.2182 0.3 -0.1 1.4 0.0647
H 2.0413 -1.9350 1.5506 -1.4 0.3 0.0 0.1126
H 0.7191 -0.6302 1.7802 0.9 -0.5 0.4 0.0954
H 0.2623 -2.1134 1.1202 0.5 -0.1 -0.8 0.0796
H -5.1154 -1.7430 0.2572 -0.2 -0.3 0.2 0.1472